C57H48GeMnN3O2S | ωB97M-V/def2-TZVPD

Computed properties:
LUMO (spin up / spin down)	-3.6899 / -3.1941	eV
Kohn-Sham gap (spin up / spin down)	7.200 / 7.697	eV
energy	-6141.41083	a.u.

The geometry in ORCA input format:
```
! RIJCOSX wB97M-V def2-TZVPD def2/J DEFGRID3
* xyz 1 2
Ge 6.506 2.093 18.279
Mn 8.825 4.665 18.795
S 9.473 2.912 17.458
O 8.793 5.484 17.147
O 10.194 4.173 19.799
N 11.978 2.825 18.079
N 8.144 6.151 19.873
N 10.657 1.164 19.153
C 5.822 -0.604 19.328
C 10.645 2.449 22.325
C 11.725 0.565 19.629
C 7.577 7.174 19.284
C 12.521 3.796 22.301
C 13.189 2.929 23.219
C 11.976 9.268 16.973
C 7.338 8.340 19.993
C 7.826 -0.402 18.038
C 4.455 3.645 19.648
C 7.930 5.565 14.651
C 5.144 1.499 15.800
C 4.529 1.701 14.560
C 8.981 4.891 21.733
C 6.069 2.691 21.112
C 13.084 2.285 18.642
C 10.786 9.695 17.548
C 8.484 6.809 16.828
C 12.974 1.210 19.523
C 7.987 -1.793 17.959
C 12.088 8.166 21.748
C 12.702 7.310 19.616
C 12.859 8.232 20.600
C 7.928 6.786 15.355
C 4.860 4.036 14.834
C 9.729 7.620 16.943
C 4.283 4.051 21.985
C 11.886 6.239 19.790
C 11.156 6.047 20.947
C 12.082 8.030 16.375
C 10.952 7.190 16.419
C 8.194 2.816 18.577
C 9.680 8.906 17.511
C 5.405 3.241 22.156
C 7.314 7.153 17.842
C 6.751 0.189 18.634
C 11.298 1.493 23.125
C 8.414 6.137 21.174
C 7.540 8.289 21.369
C 4.366 2.974 14.087
C 5.634 2.544 16.579
C 14.380 2.883 18.296
C 11.205 3.664 21.956
C 7.099 -2.584 18.672
C 5.612 2.860 19.815
C 5.517 3.811 16.025
C 7.086 6.696 12.718
C 10.877 2.259 18.418
C 8.110 7.211 22.004
C 10.418 4.689 21.134
C 7.534 5.484 13.310
C 3.791 4.182 20.707
C 12.566 1.757 23.644
C 7.573 7.973 14.713
C 11.267 7.038 21.931
C 6.055 -1.979 19.375
C 7.125 7.891 13.393
H 14.204 3.278 23.547
H 4.901 -0.213 19.790
H 14.404 3.918 18.502
H 8.902 -2.244 17.501
H 12.986 1.163 24.417
H 13.101 4.704 22.089
H 5.773 2.943 23.144
H 12.785 9.980 16.866
H 12.231 8.846 22.607
H 10.837 10.645 18.007
H 7.218 -3.684 18.725
H 6.130 4.582 16.490
H 11.003 6.108 15.989
H 9.083 4.878 22.837
H 5.264 0.524 16.232
H 6.716 6.675 11.700
H 13.668 8.885 20.584
H 4.003 3.845 18.659
H 7.783 8.973 15.182
H 4.709 5.075 14.484
H 8.325 3.982 21.538
H 10.746 0.573 23.393
H 8.406 7.245 23.089
H 15.142 2.505 18.947
H 7.430 9.223 21.969
H 4.219 0.883 13.925
H 8.142 4.630 15.173
H 5.358 -2.520 19.986
H 6.964 2.079 21.345
H 14.504 2.701 17.256
H 7.588 4.514 12.794
H 6.467 6.437 17.611
H 3.017 4.919 20.618
H 8.589 0.179 17.433
H 4.069 3.219 13.063
H 13.334 7.335 18.682
H 6.786 8.746 12.812
H 8.537 2.305 19.510
H 6.924 9.260 19.522
H 9.554 2.356 22.156
H 6.961 8.134 17.680
H 3.797 4.507 22.862
H 13.051 7.765 15.921
H 11.495 -0.402 20.176
H 10.795 6.853 22.904
H 8.688 9.272 17.849
H 13.904 0.753 19.882
H 11.668 5.496 19.004
*
```